# 1
Density functional theory data (the ωB97M-V functional and the def2-TZVPD basis) for a molecular structure, C3H4O2S at a distorted geometry.

Cartesian coordinates (Å):
C  -0.09  -0.49  -0.25
C  0.74  -1.41  0.23
C  -0.56  0.57  0.73
O  -0.31  0.22  2.00
O  -0.05  1.82  0.36
S  1.11  -1.41  1.91
H  -0.36  -0.38  -1.29
H  1.18  -2.19  -0.37
H  -1.66  0.66  0.61
H  0.81  1.94  0.78

Calculated values
electronic energy: -665.27932 Eh
energy relative to the best compared isomer or geometry (same formula, charge and spin): 279.13 kJ/mol
orbital gap: 7.23 eV
E_HOMO: -9.0 eV

Mulliken charges, unit e, in atom order:
1. C -0.612
2. C -0.079
3. C 0.378
4. O -0.534
5. O -0.473
6. S 0.077
7. H 0.349
8. H 0.345
9. H 0.232
10. H 0.316

=====

# 2
Density functional theory data (the ωB97M-V functional and the def2-TZVPD basis) for a molecular structure, C19H21IrN4O2 at a distorted geometry.

Cartesian coordinates (Å):
Ir  -0.33  0.17  -0.42
C  -0.55  1.21  3.88
C  -1.08  0.05  4.43
C  -1.55  -0.96  3.59
C  -1.46  -0.78  2.22
N  -0.88  0.31  1.71
C  -0.45  1.30  2.50
C  -1.98  -1.75  1.24
C  -2.95  -2.69  1.52
C  -3.39  -3.54  0.52
C  -2.82  -3.47  -0.74
C  -1.86  -2.50  -0.97
N  -1.48  -1.65  -0.01
H  -0.21  2.03  4.50
H  -1.15  -0.06  5.50
H  -1.96  -1.86  4.01
H  -0.04  2.18  2.03
H  -3.38  -2.74  2.51
H  -4.17  -4.27  0.73
H  -3.12  -4.13  -1.54
H  -1.37  -2.42  -1.93
N  -1.00  0.30  -2.69
C  -1.20  1.64  -3.30
C  -2.36  2.42  -2.74
C  -2.04  2.95  -1.19
O  -2.49  4.06  -1.05
O  -1.44  2.11  -0.50
H  -0.27  -0.17  -3.22
H  -1.85  -0.25  -2.79
H  -1.42  1.54  -4.37
H  -0.28  2.21  -3.24
H  -3.28  1.85  -2.59
H  -2.57  3.32  -3.33
C  6.01  0.41  -0.19
C  4.54  0.28  -0.30
C  3.78  1.15  -1.10
C  2.41  1.04  -1.13
N  1.77  0.10  -0.42
C  2.47  -0.76  0.34
C  3.84  -0.71  0.41
H  6.43  1.02  -0.99
H  6.50  -0.56  -0.15
H  6.26  0.90  0.76
H  4.26  1.93  -1.68
H  1.81  1.71  -1.73
H  1.91  -1.52  0.88
H  4.37  -1.43  1.01

Calculated values
charge: +3
electronic energy: -1209.36388 Eh
energy relative to the best compared isomer or geometry (same formula, charge and spin): 242.15 kJ/mol
2S+1: 2
orbital gap (spin up / spin down): 6.59 / 5.93 eV
E_HOMO (spin up / spin down): -18.6 / -18.6 eV

Mulliken charges, unit e, in atom order:
1. Ir 2.171
2. C -0.757
3. C -0.514
4. C -0.684
5. C 0.457
6. N 0.042
7. C -0.162
8. C 1.021
9. C -0.875
10. C -0.395
11. C -0.971
12. C 0.041
13. N -0.234
14. H 0.447
15. H 0.488
16. H 0.413
17. H 0.492
18. H 0.394
19. H 0.491
20. H 0.444
21. H 0.625
22. N -0.693
23. C -0.639
24. C -0.506
25. C 0.465
26. O -0.220
27. O -0.855
28. H 0.339
29. H 0.344
30. H 0.449
31. H 0.317
32. H 0.338
33. H 0.409
34. C -1.406
35. C 0.972
36. C -0.833
37. C -0.033
38. N -0.410
39. C -0.034
40. C -0.806
41. H 0.386
42. H 0.401
43. H 0.334
44. H 0.429
45. H 0.361
46. H 0.490
47. H 0.467

=====

# 3
Density functional theory data (the ωB97M-V functional and the def2-TZVPD basis) for a molecular structure, C22H45NO10 at a distorted geometry.

Cartesian coordinates (Å):
C  2.06  -0.83  -0.19
C  1.91  0.48  -0.69
C  1.25  1.44  0.11
C  0.63  1.04  1.33
C  0.85  -0.31  1.86
C  1.54  -1.20  1.04
N  -0.31  1.89  2.14
O  -0.50  1.41  3.22
O  -0.60  3.03  1.75
H  2.70  -1.62  -0.57
H  2.24  0.81  -1.66
H  1.14  2.47  -0.19
H  0.32  -0.79  2.67
H  1.70  -2.21  1.39
C  3.96  4.26  -1.82
O  3.62  3.47  -0.67
C  3.23  4.17  0.54
C  2.67  3.10  1.56
O  3.46  2.72  2.61
C  2.97  1.60  3.33
H  4.52  3.69  -2.56
H  4.57  5.14  -1.61
H  3.10  4.64  -2.37
H  2.68  5.08  0.34
H  4.14  4.57  0.99
H  2.17  2.37  0.93
H  1.79  3.63  1.93
H  1.88  1.64  3.42
H  3.40  1.66  4.33
H  3.34  0.67  2.88
C  -3.45  0.13  -0.88
O  -2.90  0.11  -2.21
C  -1.51  -0.08  -2.27
C  -0.65  1.16  -2.30
O  -0.78  1.67  -0.95
C  -0.82  3.07  -0.87
H  -4.45  0.55  -0.90
H  -2.87  0.91  -0.38
H  -3.52  -0.84  -0.38
H  -1.25  -0.71  -3.12
H  -1.31  -0.81  -1.49
H  -1.15  1.80  -3.03
H  0.42  1.02  -2.44
H  -1.19  3.33  0.12
H  -1.56  3.65  -1.42
H  0.23  3.37  -0.95
C  1.12  -1.01  -2.16
O  0.12  -1.65  -1.36
C  -0.80  -2.62  -1.94
C  -2.32  -2.11  -1.89
O  -3.23  -3.20  -1.77
C  -4.11  -3.48  -2.90
H  1.91  -1.65  -2.56
H  1.57  -0.16  -1.65
H  0.71  -0.57  -3.07
H  -0.72  -3.54  -1.35
H  -0.62  -2.93  -2.97
H  -2.31  -1.56  -2.83
H  -2.52  -1.46  -1.05
H  -4.71  -2.63  -3.24
H  -4.84  -4.20  -2.52
H  -3.54  -4.13  -3.57
C  -2.13  -1.59  0.39
O  -1.99  -2.28  1.57
C  -1.43  -1.53  2.70
C  -0.68  -2.46  3.62
O  0.53  -2.78  3.01
C  0.36  -4.11  2.35
H  -2.92  -0.84  0.29
H  -2.41  -2.38  -0.30
H  -1.19  -1.10  0.17
H  -2.25  -0.98  3.17
H  -0.80  -0.71  2.38
H  -1.18  -3.37  3.96
H  -0.33  -1.98  4.53
H  1.27  -4.32  1.80
H  -0.31  -4.18  1.49
H  0.13  -4.87  3.10

Calculated values
electronic energy: -1671.33445 Eh
energy relative to the best compared isomer or geometry (same formula, charge and spin): 1712.89 kJ/mol
orbital gap: 7.58 eV
E_HOMO: -8.1 eV

Mulliken charges, unit e, in atom order:
1. C -1.171
2. C 0.080
3. C 0.394
4. C 0.285
5. C -1.420
6. C -1.434
7. N 1.480
8. O -0.742
9. O -0.820
10. H 0.560
11. H 1.064
12. H 0.494
13. H 1.880
14. H 0.607
15. C -0.931
16. O -0.224
17. C -1.003
18. C 1.547
19. O -0.521
20. C -0.478
21. H 0.264
22. H 0.367
23. H 0.335
24. H 0.422
25. H 0.509
26. H -1.647
27. H 0.213
28. H 0.232
29. H 0.422
30. H 0.181
31. C -0.869
32. O -0.610
33. C 0.041
34. C -0.874
35. O -0.239
36. C -1.228
37. H 0.455
38. H -0.035
39. H 0.678
40. H 0.971
41. H -1.239
42. H 0.691
43. H 0.419
44. H 0.417
45. H 0.478
46. H 0.408
47. C -0.886
48. O 0.300
49. C -0.731
50. C 0.023
51. O -0.471
52. C -0.834
53. H 0.484
54. H -0.985
55. H 0.502
56. H 0.420
57. H 0.319
58. H 1.076
59. H -0.987
60. H 0.312
61. H 0.313
62. H 0.290
63. C 0.312
64. O -0.571
65. C 0.525
66. C -1.065
67. O -0.360
68. C -0.842
69. H 0.469
70. H 0.000
71. H 0.365
72. H 0.421
73. H -0.627
74. H 0.492
75. H 0.323
76. H 0.353
77. H 0.257
78. H 0.396

=====

# 4
Density functional theory data (the ωB97M-V functional and the def2-TZVPD basis) for a molecular structure, C20H36NO2P3SV at a distorted geometry.

Cartesian coordinates (Å):
P  2.62  -0.61  0.11
C  3.41  -0.88  1.74
H  4.51  -0.92  1.64
H  3.10  -1.84  2.20
H  3.19  -0.09  2.47
C  3.34  -2.13  -0.63
H  3.37  -2.13  -1.74
H  2.80  -3.04  -0.31
H  4.40  -2.25  -0.30
C  3.80  0.71  -0.41
H  4.84  0.31  -0.40
H  3.78  1.57  0.29
H  3.62  1.12  -1.42
P  -0.78  2.71  -0.37
C  -0.84  3.82  1.09
H  -1.37  4.76  0.82
H  0.16  4.11  1.45
H  -1.39  3.39  1.95
C  0.15  3.91  -1.41
H  0.08  3.72  -2.49
H  1.22  3.95  -1.15
H  -0.25  4.94  -1.25
C  -2.53  2.98  -0.86
H  -2.71  4.06  -1.04
H  -3.22  2.67  -0.06
H  -2.84  2.44  -1.77
P  -1.97  -1.88  0.11
C  -2.84  -2.20  1.69
H  -3.41  -3.14  1.64
H  -3.55  -1.40  1.96
H  -2.15  -2.32  2.55
C  -3.53  -1.86  -0.88
H  -4.22  -2.65  -0.51
H  -3.39  -2.05  -1.95
H  -4.08  -0.90  -0.77
C  -1.37  -3.60  -0.08
H  -2.23  -4.31  -0.09
H  -0.72  -3.90  0.77
H  -0.79  -3.79  -1.00
V  -0.06  0.13  0.17
C  1.07  1.40  1.37
O  1.65  2.07  2.11
C  -1.67  0.67  1.37
O  -2.48  0.99  2.10
C  -1.33  -0.24  -3.28
C  -0.68  -1.46  -3.21
C  0.71  -1.51  -3.07
C  1.45  -0.35  -3.27
C  0.80  0.89  -3.34
C  -0.58  0.93  -3.48
H  -2.41  -0.18  -3.39
H  -1.22  -2.38  -3.35
H  1.20  -2.48  -3.02
H  2.51  -0.39  -3.46
H  1.40  1.78  -3.49
H  -1.08  1.81  -3.82
S  -0.60  -1.31  5.03
C  1.05  -0.82  4.76
C  1.16  -0.42  3.44
N  0.13  -0.68  2.57
C  -0.89  -0.90  3.36
H  1.71  -0.58  5.57
H  1.87  0.40  3.42
H  -1.93  -0.65  3.33

Calculated values
charge: +4
electronic energy: -3353.37773 Eh
2S+1: 2
orbital gap (spin up / spin down): 4.59 / 4.29 eV
E_HOMO (spin up / spin down): -20.7 / -20.7 eV

Mulliken charges, unit e, in atom order:
1. P 0.779
2. C -1.245
3. H 0.635
4. H 0.417
5. H 0.353
6. C -1.202
7. H 0.353
8. H 0.431
9. H 0.505
10. C -1.298
11. H 0.470
12. H 0.429
13. H 0.317
14. P 0.639
15. C -1.323
16. H 0.523
17. H 0.485
18. H 0.350
19. C -1.174
20. H 0.359
21. H 0.431
22. H 0.499
23. C -1.199
24. H 0.468
25. H 0.436
26. H 0.338
27. P 0.958
28. C -1.306
29. H 0.603
30. H 0.485
31. H 0.294
32. C -1.225
33. H 0.473
34. H 0.373
35. H 0.404
36. C -1.334
37. H 0.482
38. H 0.443
39. H 0.332
40. V 0.715
41. C 0.308
42. O -0.117
43. C 0.096
44. O -0.097
45. C -0.446
46. C -0.675
47. C -0.465
48. C -0.546
49. C -0.437
50. C -0.672
51. H 0.549
52. H 0.695
53. H 0.535
54. H 0.691
55. H 0.556
56. H 0.707
57. S 0.030
58. C -0.891
59. C -0.658
60. N 0.381
61. C -0.465
62. H 0.482
63. H 0.531
64. H 0.439

=====

# 5
Density functional theory data (the ωB97M-V functional and the def2-TZVPD basis) for a gas-phase ion, CH3O3S (charge -1) at a distorted geometry.

Cartesian coordinates (Å):
C  1.03  -0.09  0.08
O  -1.26  1.28  -0.51
O  -2.45  -0.76  -0.50
O  0.05  -0.87  0.66
S  -1.65  0.13  0.35
H  0.77  0.68  -0.68
H  1.82  -0.82  -0.21
H  1.69  0.45  0.82

Calculated values
charge: -1
electronic energy: -663.82883 Eh
energy relative to the best compared isomer or geometry (same formula, charge and spin): 111.64 kJ/mol
orbital gap: 8.28 eV
E_HOMO: -4.1 eV

Mulliken charges, unit e, in atom order:
1. C -0.531
2. O -0.613
3. O -0.559
4. O -0.529
5. S 0.587
6. H 0.235
7. H 0.224
8. H 0.185